(1)
The following is a quantum chemistry calculation of a molecular structure, C4H11BClF4PdTi in a non-equilibrium geometry, from OMol25.

Computed properties:
* spin multiplicity: 4
* E_LUMO (alpha / beta): 5.30 / 5.27 eV
* expectation value of S²: 3.759
* largest force on an atom: 2.29 eV Å⁻¹
* E_HOMO (alpha / beta): 0.028 / -0.039 hartree
* net charge: -2
* ΔE to the lowest compared entry with this formula, charge and spin: 0.0 kcal per mole

Geometry (Å):
Ti (-0.28911, 0.88481, -1.21400)
Cl (-2.19861, -0.21114, -1.28607)
C (0.66308, 0.52406, -2.99239)
C (-0.93431, 2.81886, -1.22544)
H (0.78113, 1.46252, -3.55264)
H (1.63944, 0.07859, -2.76237)
H (0.01156, -0.18466, -3.53725)
H (-0.51682, 3.35692, -2.08944)
H (-0.62761, 3.30219, -0.28778)
H (-2.03715, 2.76636, -1.30061)
Pd (0.70587, -0.40305, 0.88051)
C (0.23962, -0.11306, 2.85788)
C (1.42111, 1.18425, -0.01415)
H (0.74088, 0.83756, 3.14543)
H (-0.86443, 0.00574, 2.85341)
H (0.54794, -0.96078, 3.48827)
H (1.42430, 1.91537, 0.81558)
H (2.44344, 0.91868, -0.37834)
F (-0.09515, -2.46927, 0.67911)
B (-0.65210, -3.68252, 1.35126)
F (0.42789, -4.54518, 1.59129)
F (-1.27098, -3.27009, 2.55106)
F (-1.55997, -4.21616, 0.42668)

Cartesian forces, eV/Å:
1.02 0.60 0.28
-1.94 -1.22 -0.01
0.27 -0.37 -1.07
-0.67 1.29 -0.15
0.07 -0.21 -0.15
-0.01 -0.05 -0.31
0.42 0.17 -0.12
-0.11 0.19 0.19
-0.16 0.15 -0.13
0.28 0.31 0.02
0.67 -0.96 0.44
-0.49 0.43 1.16
1.13 0.46 -0.29
-0.27 -0.59 0.04
0.56 -0.09 0.21
-0.15 0.31 -0.07
0.00 -0.02 -0.22
-0.41 0.26 0.24
-0.45 -1.19 0.44
0.16 1.12 -0.55
-0.34 0.03 0.08
0.28 -0.41 -0.57
0.16 -0.20 0.55



(2)
The following is a quantum chemistry calculation of a molecular structure, C4H11BiO2 in a non-equilibrium geometry, from OMol25.

Computed properties:
* E_LUMO (alpha / beta): -10.75 / -10.56 eV
* largest force on an atom: 6.01 eV Å⁻¹
* E_HOMO (alpha / beta): -0.640 / -0.689 hartree
* net charge: +2

Geometry (Å):
C (1.46803, 2.25235, -0.00389)
O (0.81595, 0.98756, -0.14360)
C (-0.60856, 1.06952, -0.25792)
C (-1.11788, -0.30101, -0.63064)
O (-0.49930, -1.24740, 0.24822)
C (-1.07820, -2.55378, 0.21172)
H (2.54050, 2.06030, 0.09876)
H (1.28337, 2.85456, -0.90203)
H (1.08823, 2.77188, 0.88591)
H (-0.87655, 1.79057, -1.04186)
H (-1.02314, 1.40581, 0.70367)
H (-0.85975, -0.55979, -1.66797)
H (-2.20814, -0.33744, -0.50494)
H (-1.00335, -2.96666, -0.80304)
H (-0.52178, -3.17824, 0.91746)
H (-2.12886, -2.49089, 0.52039)
Bi (1.43743, -0.77814, 0.64120)
H (3.29200, -0.77918, 1.72855)

Cartesian forces, eV/Å:
0.94 1.70 0.29
-0.75 1.48 -1.03
-1.67 0.25 0.00
-0.66 0.77 -1.04
-3.12 0.23 0.18
-0.66 -1.71 0.01
-0.19 0.09 -0.06
0.04 -0.29 0.19
0.08 -0.19 -0.21
0.18 -0.16 0.18
0.15 -0.01 -0.19
-0.07 -0.02 0.23
0.27 -0.04 0.01
0.04 0.16 0.26
-0.17 0.06 -0.13
0.33 0.05 -0.01
5.29 -2.78 0.70
-0.05 0.40 0.63



(3)
The following is a quantum chemistry calculation of 2 unconnected molecules or ions with the total composition C4H11BrSi in a non-equilibrium geometry, from OMol25.

Computed properties:
* spin multiplicity: 3
* E_LUMO (alpha / beta): 0.92 / -1.29 eV
* expectation value of S²: 2.005
* largest force on an atom: 3.70 eV Å⁻¹
* E_HOMO (alpha / beta): -0.237 / -0.374 hartree
* net charge: 0
* ΔE to the lowest compared entry with this formula, charge and spin: 0.0 kcal per mole

Geometry (Å):
C (0.73576, -2.86081, -0.25836)
C (-0.43420, 1.90034, -1.57291)
C (-0.67111, 1.77094, 1.54229)
C (1.39698, -1.63454, 0.24862)
Si (-0.70309, 0.75512, -0.04413)
Br (-2.61181, -0.40062, -0.06977)
H (1.21390, -3.73881, 0.21494)
H (-0.33678, -2.87774, 0.21037)
H (0.77698, -2.90768, -1.35355)
H (0.58330, 1.78608, -1.85230)
H (-1.22294, 1.56952, -2.40421)
H (-0.62162, 3.03711, -1.36098)
H (-1.69082, 2.22647, 1.92433)
H (-0.10502, 1.36509, 2.39807)
H (-0.07985, 2.79368, 1.17849)
H (2.31247, -1.29896, -0.10330)
H (1.45784, -1.48519, 1.30240)

Cartesian forces, eV/Å:
-1.51 0.38 1.34
-3.38 0.95 -0.23
-0.06 3.70 -0.05
0.04 -1.34 0.88
-0.08 1.11 -0.03
-0.27 -0.05 -0.16
-0.01 0.06 -0.47
1.60 -0.07 -1.39
-0.36 -0.29 0.38
0.81 -0.14 -0.73
2.04 0.68 1.55
0.25 -2.09 -0.22
1.82 -1.23 -0.79
-0.36 0.08 -0.42
-1.21 -2.54 1.01
1.48 0.65 -1.60
-0.80 0.14 0.93



(4)
The following is a quantum chemistry calculation of C4H11ClN2 in the gas phase in a non-equilibrium geometry, from OMol25.

Computed properties:
* E_LUMO: 0.90 eV
* structure (SMILES): CN(C)N(C)CCl
* largest force on an atom: 3.07 eV Å⁻¹
* E_HOMO: -0.341 hartree
* net charge: 0
* ΔE to the lowest compared entry with this formula, charge and spin: 15.9 kcal per mole

Geometry (Å):
C (-1.51636, -0.07650, -0.14786)
N (-0.28018, -0.43447, 0.44209)
C (-0.23631, -0.04278, 1.82776)
N (0.89888, -0.00357, -0.17366)
C (1.43871, -1.00537, -1.07819)
C (1.08804, 1.31553, -0.61853)
Cl (0.28783, 1.66361, -2.36800)
H (-1.94149, 1.08259, -0.05086)
H (-1.46995, -0.30569, -1.17922)
H (-2.28389, -0.84090, 0.24455)
H (-0.28465, 1.00220, 2.01741)
H (-1.16999, -0.52513, 2.29264)
H (0.68986, -0.37363, 2.14729)
H (1.48975, -1.91206, -0.38239)
H (0.83503, -1.01061, -1.96612)
H (2.47585, -1.00941, -1.37134)
H (2.10669, 1.59121, -0.79661)
H (0.67572, 2.22704, -0.11776)

Cartesian forces, eV/Å:
-2.89 0.82 0.18
0.31 0.94 0.66
-2.73 -1.39 -0.05
1.53 1.74 -0.77
0.01 -1.99 2.19
-1.27 1.19 -0.32
0.31 -0.13 0.37
1.23 -2.77 0.07
0.00 0.07 -1.25
0.82 1.55 -0.26
-0.25 1.32 -0.11
1.69 0.57 -0.14
1.55 -0.96 1.46
-0.90 0.57 -1.62
-0.38 -0.84 -0.46
0.53 1.38 0.00
0.64 -0.54 -0.30
-0.18 -1.55 0.35



(5)
The following is a quantum chemistry calculation of a gas-phase ion, C4H11ClN2 (charge +2) in a non-equilibrium geometry, from OMol25.

Computed properties:
* E_LUMO: -7.00 eV
* structure (SMILES): [NH3+][C@@H]1C[C@H]([NH3+])[C@H]1Cl
* largest force on an atom: 4.23 eV Å⁻¹
* E_HOMO: -0.680 hartree
* net charge: +2
* ΔE to the lowest compared entry with this formula, charge and spin: 3.4 kcal per mole

Geometry (Å):
N (-0.97966, 2.08412, -0.59501)
C (-0.36090, 0.75371, -0.88756)
C (-0.97496, -0.42214, -0.11731)
C (0.49090, -1.07989, 0.06897)
N (0.83331, -1.99132, 1.17949)
C (1.03542, 0.38273, 0.00331)
Cl (2.65754, 0.70510, -0.74432)
H (-1.91116, 2.15377, -0.93563)
H (-0.66795, 2.86156, -1.17828)
H (-0.97485, 2.48050, 0.31806)
H (-0.28942, 0.67028, -1.98934)
H (-1.40163, -0.28990, 0.87137)
H (-1.60843, -1.09788, -0.60291)
H (0.69159, -1.36629, -0.89117)
H (0.65265, -1.53330, 2.03749)
H (1.70180, -2.51206, 1.38582)
H (0.11195, -2.71978, 1.12659)
H (0.99380, 0.92079, 0.95044)

Cartesian forces, eV/Å:
0.36 0.85 -1.62
1.83 -0.51 2.14
1.51 -1.49 1.20
-0.39 4.21 0.13
-1.31 -1.23 -0.30
-0.20 0.69 -1.62
-1.44 -0.42 0.62
-1.94 -0.80 0.04
1.42 0.02 -0.29
0.18 -0.19 1.53
0.13 -0.23 0.77
-0.16 0.98 0.09
-1.14 -0.68 -1.12
1.04 -2.31 -2.01
-0.38 0.91 1.48
0.47 0.54 -1.27
0.09 -0.34 0.20
-0.08 -0.01 0.03



(6)
The following is a quantum chemistry calculation of a molecular structure, C4H11F2InNO in a non-equilibrium geometry, from OMol25.

Computed properties:
* E_LUMO: -10.13 eV
* largest force on an atom: 2.90 eV Å⁻¹
* E_HOMO: -0.533 hartree
* net charge: +1
* ΔE to the lowest compared entry with this formula, charge and spin: 110.9 kcal per mole

Geometry (Å):
In (-2.90175, 0.55672, 1.10379)
F (-3.64374, -2.13498, 0.03573)
F (-1.22663, 2.48510, 2.54722)
C (1.42577, 0.91649, -1.59494)
C (0.26928, 0.37851, -0.78699)
C (0.76577, 0.08236, 0.70644)
O (-0.32572, -0.69248, 1.23402)
C (-0.05143, -2.14283, 1.10976)
N (-0.73894, 1.35178, -0.79745)
H (1.79911, 1.83811, -1.14846)
H (1.07157, 1.15074, -2.59882)
H (2.03754, 0.04971, -1.84500)
H (-0.16737, -0.57521, -1.08340)
H (0.88604, 1.04702, 1.19947)
H (1.69263, -0.48925, 0.75443)
H (0.56222, -2.49415, 1.93927)
H (0.62844, -2.38177, 0.29197)
H (-0.93328, -2.77889, 1.03313)
H (-0.92778, 1.71999, -1.71878)
H (-0.22173, 2.11303, -0.38142)

Cartesian forces, eV/Å:
2.76 -0.67 -0.57
0.63 2.27 0.93
-1.42 -1.67 -1.29
-0.53 -0.86 -1.44
1.14 -2.20 1.15
-1.71 0.08 -1.41
0.33 -0.93 0.58
0.69 -0.06 0.15
-1.00 1.43 1.41
0.75 -0.44 0.02
-0.23 0.44 -0.05
1.03 0.47 0.71
0.42 -0.02 -0.74
-0.26 -0.16 0.55
-0.08 0.07 -0.27
-0.35 0.43 0.65
-0.40 0.48 -0.63
-0.29 0.70 0.01
-0.72 -0.46 -0.50
-0.75 1.10 0.74